Formula: C22H39MnN3O2SSbSi3
Source: OMol25
Level of theory: wB97M-V/def2-TZVPD

Computed properties:
Charge   -1
Multiplicity   6
Relative energy (zero: lowest compared OMol25 entry of this formula, charge and spin)   74.9 kcal/mol
⟨S²⟩   8.79
LUMO (spin up / spin down)   2.54 / 2.41 eV
Kohn-Sham gap (spin up / spin down)   5.7371 / 6.7092 eV

Element x y z (Å)
Mn: 0.4976 0.2564 0.3186
C: 2.5323 0.6228 4.0211
C: 1.7792 -0.0704 2.9100
O: 1.4810 0.6834 1.9112
C: 1.4828 -1.4095 3.0229
C: 0.7979 -2.1729 2.0415
C: 0.5694 -3.6361 2.2941
N: 0.3622 -1.6352 0.9353
N: -0.2988 -2.4894 0.0462
C: -0.6343 -1.8168 -1.0087
O: -0.3716 -0.5518 -1.1811
C: -1.3706 -2.5070 -2.0986
C: -1.7339 -3.8471 -1.9850
C: -2.4402 -4.4636 -3.0029
C: -2.7921 -3.7483 -4.1415
C: -2.4292 -2.4146 -4.2587
C: -1.7183 -1.7939 -3.2420
H: 2.5679 1.6899 3.8177
H: 3.5512 0.2376 4.0870
H: 2.0497 0.4511 4.9835
H: 1.7964 -1.9219 3.9214
H: 0.9918 -3.9273 3.2532
H: 1.0181 -4.2280 1.4964
H: -0.4977 -3.8577 2.2767
H: -1.4578 -4.3880 -1.0902
H: -2.7234 -5.5046 -2.9082
H: -3.3508 -4.2313 -4.9340
H: -2.7029 -1.8490 -5.1405
H: -1.4331 -0.7511 -3.3172
C: -2.7149 3.3672 -6.1255
Si: -3.4548 3.3992 -4.3871
C: -5.1588 2.5894 -4.5210
C: -3.7380 5.2114 -3.9426
Sb: -1.7052 2.3490 -2.8379
Si: -3.3888 1.8496 -0.9759
C: -4.4525 0.3635 -1.4524
C: -4.5028 3.3575 -0.7575
C: -2.6738 1.5190 0.7244
Si: 2.2361 3.5928 -1.6497
C: 3.1809 2.0399 -2.1382
C: 3.2601 4.5750 -0.4142
C: 1.8824 4.6365 -3.1701
H: -3.3612 3.8836 -6.8412
H: -2.5692 2.3432 -6.4741
H: -1.7390 3.8567 -6.1311
H: -5.7153 3.0963 -5.3161
H: -5.7310 2.6822 -3.5980
H: -5.0992 1.5299 -4.7728
H: -4.3142 5.7156 -4.7254
H: -2.7886 5.7346 -3.8218
H: -4.2836 5.3065 -3.0031
H: -4.9314 0.4882 -2.4254
H: -5.2363 0.2271 -0.6996
H: -3.8553 -0.5498 -1.4877
H: -5.0823 3.5670 -1.6562
H: -3.8881 4.2305 -0.5329
H: -5.2033 3.2053 0.0700
H: -1.9787 0.6783 0.7781
H: -3.5056 1.3121 1.4075
H: -2.1379 2.4024 1.0691
H: 2.9171 1.2211 -1.4644
H: 4.2617 2.1871 -2.0871
H: 2.9252 1.7269 -3.1522
H: 3.4817 3.9618 0.4622
H: 2.7085 5.4545 -0.0796
H: 4.2060 4.9002 -0.8546
H: 1.6196 4.0024 -4.0192
H: 2.7474 5.2430 -3.4489
H: 1.0384 5.2946 -2.9612
S: -0.5728 4.3732 -0.6210
C: 0.6277 3.1148 -0.7576
N: 0.5228 1.9371 -0.3092

Atomic partial charges in e from the Löwdin method, atoms 1 to 5: 0.895 -0.023 -0.440 -0.134 -0.039